17
Properties=species:S:1:pos:R:3:forces:R:3 method="wB97M-V/def2-TZVPD" e_tot_ha=-343.2083 e_homo_ev=-12.61 smiles="C=c1c[n+](C)c(=C)[nH]1" charge=+1 relative_energy_kj_mol=297.2 orbital_gap_ev=7.27
C 1.8267 2.0819 0.9429 -1.5776 1.1900 -2.1930
C 1.0657 1.0134 0.5685 1.7778 -0.2017 1.5612
C -0.0159 1.1219 -0.3642 -0.7302 -0.2322 0.0150
N -0.5350 -0.0471 -0.5756 2.0764 -0.0805 0.9052
C -1.7295 -0.2566 -1.3250 -0.3654 -3.4767 0.1882
C 0.1524 -1.0928 0.1528 0.1775 1.6745 2.5346
C -0.3816 -2.2865 0.3658 1.0919 -1.6040 0.4227
N 1.1085 -0.3492 0.9833 -4.0261 1.8535 -4.2659
H 2.7007 2.2518 1.5826 -0.6142 -0.6912 -0.1558
H 1.4695 2.9766 0.3244 0.8975 -0.9770 1.3153
H -0.5192 2.0099 -0.7901 0.7482 -0.4611 0.3479
H -2.2486 -1.2434 -0.8645 1.1006 2.4640 -1.5069
H -1.3738 -0.3780 -2.3745 -1.1812 0.1103 0.5633
H -2.3037 0.5802 -1.0445 -1.2819 0.8669 -0.6791
H -1.0758 -2.7941 -0.3085 0.1427 0.4712 0.3596
H 0.0560 -2.9187 1.1822 -0.4178 0.6585 -1.0136
H 1.8036 -0.6693 1.5447 2.1819 -1.5646 1.6013



23
Properties=species:S:1:pos:R:3:forces:R:3 method="wB97M-V/def2-TZVPD" e_tot_ha=-1060.9073 e_homo_ev=-8.76 smiles="CO[P@]1(=O)CC(C(C)=C=NO)=[N+]([O-])O1" charge=0 relative_energy_kj_mol=0.0 orbital_gap_ev=8.47
C -3.0408 -1.0738 -2.7793 0.3424 -0.3186 1.5297
O -1.9717 -0.4810 -1.9365 0.6637 -1.4605 0.5577
P -0.5969 -1.3113 -1.6796 -1.3094 -0.9673 0.0290
O -0.5961 -2.6823 -2.2845 0.0724 1.8994 1.1431
C -0.1775 -0.9915 0.1187 1.3960 -0.7217 -0.4220
C 0.7111 0.2138 0.0584 -0.7884 -0.7358 0.7184
C 1.0582 0.9529 1.2433 0.4824 1.4001 1.3472
C 1.5806 2.4021 1.2078 -1.3091 -1.0493 -2.5197
C 0.8099 0.4494 2.4307 0.7893 -2.3291 3.8413
N 0.5586 0.0686 3.6030 -0.9570 1.6896 -3.0069
O 1.2142 -0.5719 4.5888 3.0839 -1.1617 -0.1953
N 1.0694 0.6136 -1.0923 -0.2578 -1.2695 -1.5684
O 1.7761 1.4690 -1.5182 0.7220 0.9138 -0.8297
O 0.5466 -0.3449 -2.2083 0.6691 0.6850 0.0468
H -3.3150 -0.1568 -3.2655 -0.7058 -0.2841 -0.9703
H -3.8979 -1.4922 -2.1492 1.3109 0.6993 -0.6615
H -2.5898 -1.8920 -3.3675 -0.4749 0.6626 -0.0679
H 0.4428 -1.8431 0.5599 -1.1243 0.8471 -0.5412
H -0.9609 -0.6713 0.7813 -0.8076 -0.6415 0.1397
H 0.8872 3.1296 1.5984 -0.3299 0.0581 -0.0084
H 1.7367 2.4856 0.1254 -0.3843 1.1244 0.3928
H 2.5394 2.6075 1.5463 1.7563 -0.2366 1.3825
H 2.2157 -0.8801 4.4188 -2.8398 1.1964 -0.3370



19
Properties=species:S:1:pos:R:3:forces:R:3 method="wB97M-V/def2-TZVPD" e_tot_ha=-816.6277 e_homo_ev=-12.16 smiles="NC1=CC=C[C@]2(O)S[C@]12[NH3+]" charge=+1 relative_energy_kj_mol=126.5 orbital_gap_ev=8.68
N -1.8530 1.0648 0.5195 -1.0769 0.6397 0.1437
C -1.0790 -0.0574 0.4990 4.7867 2.3282 -0.8747
C -1.1835 -1.3599 0.6532 -2.5723 -1.3701 1.2299
C -0.0528 -2.2531 0.4380 0.2542 -1.8317 -0.1766
C 1.2123 -1.8828 0.0931 -2.7049 0.5956 -0.2800
C 1.5362 -0.4975 -0.1333 0.5148 0.9084 1.7541
O 2.5443 -0.0198 -0.8936 -0.6150 0.7338 -1.5019
S 1.7226 0.4353 1.6244 -1.6074 0.2091 -0.9003
C 0.4561 0.4893 0.1957 -0.4277 -2.0955 1.7043
N 0.4752 1.7850 -0.4962 -0.3025 1.2067 5.1092
H -2.8546 1.0444 0.6103 -0.2133 -0.5961 -0.0117
H -1.5048 1.8002 1.1190 -0.0267 -0.0854 0.2844
H -2.2308 -1.6930 1.0645 2.2569 0.0763 -1.0886
H -0.2105 -3.3938 0.5062 0.0142 2.1167 0.0660
H 1.8752 -2.6336 -0.1635 1.5450 -1.1913 -0.2822
H 3.3692 -0.4939 -1.0434 -0.3290 -0.6458 0.5100
H 1.3772 2.0765 -0.7309 2.5857 0.4908 0.2586
H 0.0347 2.5225 0.1819 0.9167 -1.4361 -2.1308
H 0.0824 1.7116 -1.3459 -2.9983 -0.0532 -3.8133



18
Properties=species:S:1:pos:R:3:forces:R:3 method="wB97M-V/def2-TZVPD" e_tot_ha=-741.4159 e_homo_ev=-14.07 charge=+1 relative_energy_kj_mol=118.4 orbital_gap_ev=10.31
C -2.1226 1.3461 0.9205 -0.2211 0.4081 0.3383
C -3.3352 0.7363 0.9236 1.0080 -0.1294 -0.7322
C -1.7122 -0.2323 -0.6485 -0.2791 0.7731 0.7104
C 2.8792 -1.0071 -0.2933 0.9712 0.3893 -0.4974
C 1.3947 -1.4242 -0.2481 0.1822 -1.4820 0.2599
C 1.8082 -0.0498 -0.5419 0.6067 -0.6197 1.7413
N -1.2463 0.8044 0.0460 1.7864 -1.0693 -0.6686
N 1.4232 1.1320 -0.3731 -1.0624 -0.1745 -0.4203
S -3.3299 -0.5566 -0.2037 0.5821 0.0500 -0.3844
H -1.7838 2.1981 1.4885 -0.2455 -0.0070 0.1570
H -4.1995 1.0229 1.4634 -0.5948 0.0279 0.4125
H 3.4448 -0.9669 0.6370 -0.3101 0.3501 -0.0628
H 3.5356 -1.2946 -1.1082 -0.4063 -0.3545 -0.1573
H 1.1709 -2.1432 -1.0741 -0.2332 0.7519 0.9142
H 1.0766 -1.6793 0.8103 -0.1238 0.3541 -1.6319
H 2.1695 1.8054 -0.4143 0.2834 0.4349 0.0933
H -1.0613 -0.7269 -1.3738 -0.6426 -0.0591 0.3005
H -0.1120 1.0358 -0.0104 -1.3011 0.3562 -0.3724



18
Properties=species:S:1:pos:R:3:forces:R:3 method="wB97M-V/def2-TZVPD" e_tot_ha=-398.2629 e_homo_ev=-11.65 smiles=CC#N.CC#N.CC#N charge=0 relative_energy_kj_mol=33.0 orbital_gap_ev=12.15
C -11.7408 -7.7001 -9.1647 -0.2167 -0.3433 -0.3176
C -12.0933 -6.5890 -8.2967 0.1068 -0.2660 -0.2985
N -12.3727 -5.7294 -7.5963 -0.0781 0.3532 0.3120
H -12.6216 -8.3125 -9.3702 0.0121 0.0464 0.1772
H -10.9854 -8.3252 -8.6939 0.0542 0.0260 -0.0025
H -11.3786 -7.3614 -10.1337 0.1302 0.1725 0.1145
C -12.3353 -8.9783 -5.7058 -0.2711 0.2099 0.5529
C -13.7616 -8.7076 -5.8549 0.4584 -0.1067 -0.0966
N -14.8807 -8.5093 -5.9847 -0.4332 0.0996 -0.0711
H -12.1586 -9.2452 -4.6628 0.0747 -0.1399 -0.0910
H -11.7752 -8.0671 -5.9067 0.0572 -0.0659 -0.1951
H -12.0473 -9.8073 -6.3436 0.1143 -0.0029 -0.0643
C -16.2261 -11.4146 -6.7140 0.3848 0.6869 -0.2666
C -15.1018 -11.9307 -5.9454 -0.0642 -0.2050 0.2329
N -14.2144 -12.3149 -5.3248 -0.0388 0.0857 -0.1511
H -15.9404 -10.4060 -7.0280 -0.1218 -0.0800 -0.0084
H -17.1197 -11.2999 -6.1083 -0.0392 -0.2770 0.0566
H -16.3999 -12.0045 -7.6094 -0.1295 -0.1936 0.1167



18
Properties=species:S:1:pos:R:3:forces:R:3 method="wB97M-V/def2-TZVPD" e_tot_ha=-398.2485 e_homo_ev=-11.69 smiles=CC#N.CC#N.CC#N charge=0 relative_energy_kj_mol=70.9 orbital_gap_ev=12.29
C -1.3965 -1.5190 -1.6961 0.4639 0.9959 0.9280
C -1.8316 -0.1263 -1.4131 -0.5692 0.3111 0.9625
N -2.2190 0.8924 -1.0158 0.6217 -1.0573 -0.7214
H -2.0217 -1.9141 -2.4614 -0.5210 -0.5103 -0.4875
H -1.4666 -2.0978 -0.7382 0.1564 0.4288 -1.0315
H -0.3583 -1.4745 -2.0523 -0.4672 -0.3464 0.1843
C -0.3343 0.4559 2.3438 0.8347 -1.2632 -1.7022
C 0.9067 1.1600 2.5450 -0.4117 -0.0583 0.4739
N 1.9243 1.6671 2.6493 0.6507 0.4197 0.0206
H -0.2078 -0.0026 1.3241 -0.6978 0.4225 0.8630
H -1.2166 1.0179 2.4430 -0.8875 1.2385 -0.3495
H -0.4911 -0.3500 3.0204 0.4452 -0.7787 0.7103
C 1.4603 0.8487 -0.9171 -1.0255 1.6512 1.1581
C 1.4236 -0.5363 -0.6675 0.6201 -2.1657 1.5541
N 1.4695 -1.6615 -0.4186 -0.1662 0.5363 -0.2426
H 0.4633 1.1561 -1.1953 -0.2141 0.3246 -0.5134
H 2.1589 0.9684 -1.6755 1.1118 0.7374 -1.6598
H 1.7369 1.5157 -0.0749 0.0558 -0.8861 -0.1470



18
Properties=species:S:1:pos:R:3:forces:R:3 method="wB97M-V/def2-TZVPD" e_tot_ha=-398.1244 e_homo_ev="-7.40 / -7.40" charge=0 relative_energy_kj_mol=396.6 orbital_gap_ev="6.93 / 6.93"
C -1.7327 -0.3806 0.9852 -0.0046 -0.0160 0.0056
C 0.1969 -0.9926 -2.1962 -0.0234 -0.1545 0.0822
N -0.6817 -0.9560 0.1465 0.7542 0.4149 0.2889
C -0.0451 -0.2580 -0.9250 -0.0531 0.5071 -0.2861
C 1.1271 1.1098 0.8733 0.0329 0.1024 1.1155
C 0.8600 -0.1654 0.2097 -0.8608 -1.1744 -0.3021
N 1.5840 1.1477 2.0724 -0.2137 -0.0369 -0.6035
C 0.7847 2.3103 0.1284 -0.0047 0.6780 -0.4312
N 0.6106 3.3148 -0.4099 0.0477 -0.4635 0.2890
H -0.6685 -1.9876 0.1612 0.1634 0.1420 0.0516
H 1.7014 2.1037 2.4073 -0.0055 -0.0058 -0.1062
H 1.4515 -0.9971 0.6103 0.0670 0.0273 -0.0198
H -1.5965 -0.6825 2.0254 0.0048 0.0011 -0.0596
H -2.7070 -0.7210 0.6275 0.0585 0.0277 0.0019
H -1.6846 0.7021 0.8981 0.0044 -0.0397 -0.0401
H 0.5402 -2.0315 -2.0290 0.0092 0.0050 -0.0257
H -0.7058 -1.0353 -2.8089 0.0531 0.0036 0.0181
H 0.9656 -0.4806 -2.7764 -0.0293 -0.0184 0.0215



18
Properties=species:S:1:pos:R:3:forces:R:3 method="wB97M-V/def2-TZVPD" e_tot_ha=-398.2515 e_homo_ev=-11.51 smiles=CC#N.CC#N.CC#N charge=0 relative_energy_kj_mol=62.9 orbital_gap_ev=11.99
C -19.4615 -19.3545 8.5825 0.4970 1.2046 -0.5045
C -20.3384 -18.2985 8.0335 -1.2336 0.1680 0.0426
N -21.0704 -17.4759 7.6721 0.9520 -0.9704 0.2871
H -19.6783 -20.3603 8.2228 -0.2412 0.2221 0.1767
H -19.3973 -19.2414 9.6647 -0.3151 -0.2760 -0.0718
H -18.4784 -19.0498 8.2236 0.2644 -0.3521 0.0057
C -21.3666 -15.4074 10.9445 -1.7108 0.1691 -0.2980
C -20.1886 -16.1332 10.5864 -0.0254 0.6124 0.6483
N -19.2343 -16.7146 10.3748 1.0445 -0.6923 -0.3122
H -21.9100 -15.9029 11.7490 0.2951 0.0116 0.2038
H -22.0537 -15.4707 10.1007 -0.0201 0.1010 -0.1959
H -21.2600 -14.3478 11.1772 0.4997 -0.2034 0.0248
C -19.4624 -22.8126 5.5960 -0.0404 -0.1567 0.6584
C -19.2341 -24.2580 5.7582 -0.0131 -0.5134 -0.8981
N -19.0973 -25.4001 5.8540 -0.0425 0.8974 0.0855
H -19.9399 -22.4643 4.6802 0.0264 -0.6740 -0.1334
H -18.5231 -22.2671 5.6874 -0.0675 -0.0530 0.2304
H -20.1428 -22.5814 6.4156 0.1305 0.5051 0.0506



18
Properties=species:S:1:pos:R:3:forces:R:3 method="wB97M-V/def2-TZVPD" e_tot_ha=-398.0303 e_homo_ev=-9.20 smiles="CCN1[C@H]2C=NN=C[C@@H]21" charge=0 relative_energy_kj_mol=643.6 orbital_gap_ev=9.50
C 2.0084 0.5244 -0.8416 -2.4580 -0.7232 0.7824
C 1.7833 -0.4276 0.4310 2.2988 2.7886 0.6926
N 0.4777 -0.8436 0.6704 -2.9091 0.2231 1.5191
C -0.6045 0.1281 1.0181 -1.1604 0.0258 0.1545
C -1.3724 1.3274 0.4219 -1.9598 -3.6072 -1.7100
N -2.5024 0.9788 -0.2190 2.2057 -0.8800 1.7927
N -2.8846 -0.4632 -0.2301 3.3203 -0.6916 -0.8101
C -1.8472 -1.3634 -0.3531 -4.1472 5.4590 0.8610
C -0.5803 -0.7362 -0.2600 0.4261 -2.2997 3.7388
H 1.5217 -0.0559 -1.7689 1.4749 1.8339 1.7539
H 1.5339 1.5169 -0.5760 -0.3609 -1.1343 -0.7832
H 3.0116 0.8784 -0.9484 0.9257 -0.7270 -0.4282
H 1.9272 0.2316 1.4956 0.8128 -2.0820 -3.0123
H 2.3800 -1.3535 0.2759 0.1083 0.7775 0.6288
H -1.2501 -0.1944 1.8972 1.0610 -0.1998 -1.2305
H -1.1051 2.3304 0.4053 0.2660 1.7972 0.2083
H -2.2019 -2.3070 -0.4032 -0.5536 -3.1785 -0.3028
H -0.2952 -0.1711 -1.0152 0.6493 2.6182 -3.8550



20
Properties=species:S:1:pos:R:3:forces:R:3 method="wB97M-V/def2-TZVPD" e_tot_ha=-548.7794 e_homo_ev=-8.80 smiles="N[C@@H](Cc1c[nH]cn1)C(=O)O" charge=0 relative_energy_kj_mol=110.2 orbital_gap_ev=9.62
N 1.9405 0.7457 0.7590 2.2118 0.5810 0.8826
C 1.4583 0.5204 -0.5452 -0.5998 0.1195 -0.4318
C 0.8211 -0.8841 -0.5972 0.8163 -0.4647 -3.7366
C -0.4225 -1.0017 0.1347 -0.5555 2.9443 -0.0202
C -1.0268 -1.9034 0.8695 -0.0534 -4.5243 1.4923
N -2.1129 -1.3460 1.4982 -0.2005 -0.5426 -0.1981
C -2.1728 -0.0797 1.0267 0.5042 -0.3921 0.0539
N -1.1818 0.1699 0.2260 -0.0197 0.2232 -0.0927
C 0.4560 1.6590 -1.0777 2.8757 -0.5106 2.0557
O 0.2447 2.7664 -0.6585 0.1663 -0.1220 0.7831
O 0.0949 1.2898 -2.2467 -1.2346 -0.8611 -2.8862
H 2.8947 1.1891 0.7455 -1.8077 -0.3470 0.3025
H 1.2711 1.2824 1.2619 -0.1529 0.6645 0.7531
H 2.3662 0.4937 -1.1800 -0.8586 0.1509 -0.3175
H 1.6019 -1.5997 -0.3444 -0.1888 -0.0379 0.3903
H 0.6076 -1.0959 -1.7116 0.2393 0.2298 1.4206
H -0.8316 -3.0071 0.9325 -0.0716 1.4186 0.2916
H -2.6531 -1.8107 2.2226 0.0493 0.4084 -0.5326
H -2.9637 0.5677 1.2716 -0.6541 0.8158 0.3349
H -0.3920 2.0443 -2.5871 -0.4657 0.2464 -0.5450



21
Properties=species:S:1:pos:R:3:forces:R:3 method="wB97M-V/def2-TZVPD" e_tot_ha=-946.8436 e_homo_ev=-6.25 charge=0 relative_energy_kj_mol=384.0 orbital_gap_ev=5.27
C 2.1068 -2.0661 0.1961 2.3421 1.4626 0.2311
C 2.9676 0.4096 -0.5600 0.2174 -0.9860 0.3579
C -1.8516 -0.2897 -0.3995 -2.9110 0.7052 0.9330
C -0.0985 0.8329 0.6474 -1.3898 -0.1119 2.5111
C 2.0261 -0.6164 0.5307 -0.7545 -0.7686 -1.9424
C -0.0862 -1.5990 0.2044 3.5533 1.4576 -0.7279
N -1.3307 -1.6630 -0.3056 -0.8552 0.3258 1.0822
N 0.5539 -0.4432 0.5209 0.0391 -2.3086 -0.6924
N -1.5362 0.6016 0.7483 -0.4319 -1.5090 0.5245
O 0.8380 -2.5745 0.0233 -2.8794 -0.4639 0.2733
O 3.0703 -2.7062 -0.0519 -0.2252 -0.5957 0.1454
S 4.3834 1.2892 0.0040 -0.6423 -0.5043 0.4065
H 3.1892 -0.2235 -1.4136 -0.1767 -0.3090 -0.0410
H 2.1313 1.0036 -0.7584 -1.0660 1.4469 -0.8609
H -1.3169 0.1577 -1.2189 -0.4568 0.2165 -0.7514
H -3.0291 -0.3601 -0.5383 2.6782 0.2485 0.0209
H 0.2964 1.3125 1.5953 -0.3803 -0.0976 -1.4791
H -0.0409 1.3763 -0.2610 1.0681 0.9818 -0.5027
H 2.4517 -0.2933 1.4132 0.7396 0.3141 2.0501
H -2.0562 -2.2977 0.0501 1.1031 -0.2131 -0.1833
H -1.8104 0.1501 1.6642 0.4281 0.7086 -1.3548



21
Properties=species:S:1:pos:R:3:forces:R:3 method="wB97M-V/def2-TZVPD" e_tot_ha=-623.7580 e_homo_ev="-8.35 / -8.15" charge=0 relative_energy_kj_mol=710.8 orbital_gap_ev="7.34 / 6.95"
C -0.7313 -0.8661 3.9404 0.8466 2.3127 2.9066
C -0.8235 -2.1141 4.3892 -0.9686 -1.1747 -0.6587
C -0.5464 -0.8382 0.7364 -0.9028 -0.1623 -0.8523
C 1.3311 -0.1972 -0.6593 0.7966 -1.1149 -0.3758
C -0.6764 1.1519 -0.7463 -1.0800 1.1312 1.2700
C -0.1826 -0.3019 -0.6130 -0.4461 2.8379 1.0547
N -0.0826 -0.0572 3.0548 0.0400 0.1170 0.0294
N -0.0629 -0.1105 1.7806 -1.6233 -3.1758 0.3503
N -1.3450 -1.8443 0.9579 -0.9273 -1.1786 2.7651
O -1.1050 -3.1223 4.8879 0.5296 0.8730 -0.4127
O -2.0264 -2.4191 0.0771 0.6273 -0.0122 -0.4514
O -0.8723 -0.8896 -1.6660 0.6383 -3.7544 0.5496
H -0.6391 -0.2101 4.9445 -0.6353 -1.7678 -1.6616
H 1.5241 -0.4332 -1.6639 0.7091 -0.5589 -1.5871
H 1.6396 0.8466 -0.6281 0.4142 -0.2065 0.8052
H 1.9039 -0.9561 -0.0495 -0.5639 1.1658 -0.3788
H -1.7377 1.2869 -0.4318 0.5520 -0.4571 -0.5884
H -0.5494 1.4314 -1.7703 -0.1330 0.1247 -0.7719
H -0.1602 1.9426 -0.1767 0.2764 -0.5342 0.1061
H 0.4582 0.6014 1.4414 2.1000 2.9790 -1.0989
H -1.0104 -1.8825 -1.3718 -0.2499 2.5560 -0.9996



23
Properties=species:S:1:pos:R:3:forces:R:3 method="wB97M-V/def2-TZVPD" e_tot_ha=-1420.2802 e_homo_ev=-9.90 smiles="CC(=O)/N=C1/SC(S(N)(=O)=O)=N[C@@H]1C" charge=0 orbital_gap_ev=8.73
C 3.4688 1.4050 -2.3595 -2.4268 -0.6262 -1.6515
C 2.3342 1.4969 -1.3691 -0.0879 2.3778 -2.9193
O 1.4981 2.3714 -1.3208 0.1366 2.0566 -0.3238
N 2.1286 0.3840 -0.7553 -2.8586 -5.9624 4.2389
C 0.9543 0.0734 -0.2238 1.9896 -0.1936 -0.6212
S 0.9368 -1.4539 0.6037 0.2743 -0.9961 1.4688
C -0.5977 -1.0866 1.5072 -0.9899 2.5724 -4.0864
S -1.5017 -2.1635 2.7507 -2.9369 -0.5228 3.6991
N -3.1444 -1.6980 2.4892 1.0614 -0.1144 -1.9252
O -1.3679 -1.6197 4.0942 1.9754 0.2102 -1.0260
O -1.3557 -3.6257 2.7200 0.2120 2.7402 -1.6989
N -1.2051 -0.0615 0.9304 1.0792 -1.7429 1.8136
C -0.4440 0.6556 -0.1662 1.3663 0.4974 2.3396
C -1.1895 0.5731 -1.4275 -1.2573 -0.3580 -1.8126
H 2.9236 0.9133 -3.2730 1.1221 0.6837 1.4950
H 3.7363 2.3568 -2.6781 0.5631 1.7859 -0.6169
H 4.3272 0.8377 -2.1268 0.6160 -0.7938 0.6443
H -3.2328 -0.6660 2.5150 0.2789 -0.9589 0.0845
H -3.6628 -2.1453 3.2389 0.1832 0.0597 0.0645
H -0.2934 1.7413 0.0714 -0.4130 -0.9054 0.2574
H -0.7450 1.1735 -2.2451 0.0215 -0.5046 0.5407
H -1.4084 -0.4655 -1.7489 0.4819 0.4844 0.0928
H -2.1595 1.0037 -1.2264 -0.3910 0.2110 -0.0572



17
Properties=species:S:1:pos:R:3:forces:R:3 method="wB97M-V/def2-TZVPD" e_tot_ha=-363.7235 e_homo_ev=-7.75 charge=0 relative_energy_kj_mol=789.6 orbital_gap_ev=8.49
C -0.7708 0.5257 -0.3625 3.2179 3.8009 2.9303
C 0.2589 1.1886 0.6828 1.4178 2.2120 -3.5852
C 1.2800 -1.0198 0.8286 -2.7574 -4.1572 1.6333
C 0.5480 -1.5377 -0.2862 1.3076 -2.4243 3.2898
C 0.2663 -0.3310 -0.9646 1.5660 1.5238 -3.6659
C -0.6793 0.4535 -1.8439 -3.2344 -3.2254 1.4854
H -1.2666 0.3993 1.6248 -3.3120 -2.0634 -4.1352
H -2.6729 0.6520 0.3566 0.6525 -0.2002 -0.0691
H -0.1500 1.5785 1.5370 -1.9345 0.9037 2.2448
H 0.9639 2.0290 0.4101 -1.1895 -0.3630 -0.8181
H 1.5608 -1.6319 1.8309 -0.3480 1.1596 -2.8431
H 0.0556 -2.6376 -0.4328 1.8502 2.9250 0.4726
H 1.3109 0.2825 -0.9840 -2.6811 -1.2765 -0.4365
H -0.3330 1.0933 -2.5366 1.5440 2.6035 -1.7006
H -1.6903 0.0884 -2.1948 1.3595 -0.3468 0.3239
N -1.8601 0.0161 0.3796 1.0173 0.6222 4.7193
O 1.2279 0.2947 1.1758 1.5242 -1.6940 0.1543